No. 1
C9H19Cl2I2LaO3P2 | ωB97M-V/def2-TZVPD

Properties
Highest occupied orbital energy (alpha / beta)   -0.5080 / -0.5080 hartree
Calculated total energy   -76452.664 eV
ΔE to the lowest compared entry with this formula, charge and spin   1.3839 eV

Geometry as ORCA input:
```
! wB97M-V def2-TZVPD RIJCOSX def2/J DEFGRID3
* xyz 2 1
I -2.2178 0.9866 -1.4405
I 0.5371 -0.4997 -2.5670
La 2.0275 -0.8279 0.4928
P -0.0979 -2.9388 -0.3323
C -0.5648 -4.0503 1.0241
C -1.4851 -3.2553 -1.4847
H -1.4246 -4.2887 -1.8556
H 0.8372 -4.9277 -1.3474
H -1.4450 -2.5525 -2.3274
H 1.5866 -3.4318 -2.0716
H -1.6051 -3.8305 1.3090
H -2.4274 -3.1017 -0.9420
C 1.2637 -3.9303 -1.1402
H -0.4707 -5.1010 0.6998
H 2.1250 -4.0046 -0.4494
H 0.0959 -3.8592 1.8816
P -0.9688 3.0131 -1.0735
C -1.2338 3.6243 0.5861
C 0.7941 2.9586 -1.2811
H -1.4676 3.8845 -3.2666
H -1.0948 5.1698 -2.0809
H -2.7063 4.3833 -2.0803
C -1.6317 4.2195 -2.2334
H 1.0717 2.2755 -2.0824
H 1.1038 3.9922 -1.5089
H -1.1685 4.7207 0.5274
H -0.4728 3.2396 1.2925
H 1.2954 2.6092 -0.3624
H -2.2313 3.3499 0.9468
C -0.3511 -0.7994 1.3760
O -1.1752 -0.5496 2.1433
Cl 2.6802 -2.7996 2.0540
C 1.9047 0.4848 3.3492
Cl 3.4275 0.5346 4.0314
C 1.5267 1.5264 2.3825
O 0.7126 2.4020 2.6500
O 2.0605 1.3423 1.1543
H 1.1899 0.0318 4.0265
*
```

Löwdin atomic charge list, values in e, 4 entries: atom 1 (I): 0.604, atom 2 (I): 0.108, atom 3 (La): 1.341, atom 4 (P): 0.612

=====

No. 2
C9H19ClINO3PTm | ωB97M-V/def2-TZVPD

Properties
Highest occupied orbital energy (alpha / beta)   -0.5466 / -0.5471 hartree
Calculated total energy   -76702.197 eV
ΔE to the lowest compared entry with this formula, charge and spin   1.3446 eV

Geometry as ORCA input:
```
! wB97M-V def2-TZVPD RIJCOSX def2/J DEFGRID3
* xyz 2 3
C 3.0017 3.1777 -2.8530
C 1.9882 3.1785 -1.8242
H 3.5360 4.1485 -2.9208
H 2.4795 2.9478 -3.8058
H 3.7112 2.3459 -2.6635
O 1.5411 3.5355 -0.8001
I 4.3042 -0.5166 0.6409
Tm 1.6686 0.1316 -0.2643
P -1.2660 1.0187 -0.5761
C -2.4284 1.7645 0.6247
C -1.2832 2.3343 -1.8585
H -1.8742 -0.8042 -2.0667
H -3.1250 0.4752 -2.0733
H -3.0567 -0.6987 -0.7287
C -2.4495 -0.1159 -1.4353
H -0.6605 2.0182 -2.7040
H -2.3290 2.4145 -2.1962
H -3.3962 1.9394 0.1333
H -2.0387 2.7119 1.0187
H -0.9039 3.2873 -1.4746
H -2.6073 1.0805 1.4660
C 0.9014 1.9524 1.2995
O 0.5910 2.6770 2.1388
Cl 1.2298 -0.3113 -2.6418
C -0.9357 -3.5518 1.3414
N 0.3065 -3.2623 2.0814
C 0.6664 -4.1421 3.1951
C 1.0630 -2.2340 1.7776
O 0.8147 -1.4381 0.8096
H -1.3222 -4.4841 1.7710
H -0.7068 -3.6957 0.2769
H -1.6634 -2.7378 1.4847
H 1.7190 -4.4473 3.1306
H 0.5307 -3.6455 4.1654
H 0.0282 -5.0229 3.1598
H 1.9653 -2.0311 2.3714
*
```

Löwdin atomic charge list, values in e, 4 entries: atom 1 (C): 0.081, atom 2 (C): 0.029, atom 3 (H): 0.167, atom 4 (H): 0.150

=====

No. 3
C9H19ClN3O | ωB97M-V/def2-TZVPD

Properties
Highest occupied orbital energy (alpha / beta)   -0.5903 / -0.5903 hartree
Calculated total energy   -28663.475 eV
ΔE to the lowest compared entry with this formula, charge and spin   0.0522 eV

Geometry as ORCA input:
```
! wB97M-V def2-TZVPD RIJCOSX def2/J DEFGRID3
* xyz 2 2
C 0.9619 -0.2817 2.4840
C 1.6319 1.0242 2.8616
O 2.4996 1.5715 2.1551
N 1.1733 1.6428 4.2254
H 0.2419 2.0333 4.2222
H 1.2369 0.8609 4.8616
C 2.0596 2.8726 4.6651
H -0.1164 -0.1478 2.5696
H 1.2078 -1.2150 2.9906
H 1.2426 -0.5227 1.4587
H 1.6339 3.2265 5.6041
H 2.0254 3.7069 3.9646
H 3.0691 2.5528 4.9235
C -2.5010 -3.0649 -2.7507
C -2.5789 -1.7296 -3.5052
N -1.6961 -0.6786 -2.9879
C -1.4226 0.5538 -3.6024
C -0.3764 1.1547 -2.9493
N 0.0283 0.2391 -1.9908
C -0.8558 -0.8022 -1.9415
C 1.1206 0.4988 -1.0079
H -1.5053 -3.3212 -2.3887
H -3.0599 -3.8702 -3.2275
H -3.0344 -2.9753 -1.8044
H -3.5322 -1.2147 -3.6242
H -2.1957 -1.9337 -4.5050
H -1.9728 0.8090 -4.4961
H 0.1983 2.0667 -3.0147
H -0.8580 -1.6040 -1.2179
H 1.9205 1.1082 -1.4284
H 1.6458 -0.4159 -0.7330
H 0.6930 0.9972 -0.1379
Cl 1.1153 -3.1417 0.3274
*
```

Löwdin atomic charge list, values in e, 4 entries: atom 1 (C): -0.012, atom 2 (C): -0.296, atom 3 (O): 0.145, atom 4 (N): 0.119

=====

No. 4
C9H19FLaNO3P | ωB97M-V/def2-TZVPD

Properties
Highest occupied orbital energy   -0.6842 hartree
Calculated total energy   -30103.126 eV
ΔE to the lowest compared entry with this formula, charge and spin   0.0000 eV

Geometry as ORCA input:
```
! wB97M-V def2-TZVPD RIJCOSX def2/J DEFGRID3
* xyz 3 1
C -2.6742 0.1238 -2.9940
C -1.2928 -0.3620 -2.5216
P -0.8400 0.5634 -1.0197
C 0.4391 1.8227 -1.3699
C 1.1764 2.3038 -0.1135
C 0.1488 -0.6634 0.0896
C -0.8122 -1.2056 1.1762
N -0.2341 -1.4392 2.5400
C 0.1820 -0.2312 3.2803
C -0.8577 0.8403 3.7277
O -0.7650 1.4150 4.7338
F -1.7555 0.9579 2.7851
O 0.7605 -1.8014 -0.5259
C 1.8160 -1.5026 -1.4186
O 3.0052 -1.1130 -0.7127
H -3.2415 0.6112 -2.2102
H -3.2592 -0.7165 -3.3312
H -2.5715 0.8407 -3.7943
H -0.5440 -0.1974 -3.2905
H -1.3124 -1.4175 -2.2709
H 1.1443 1.5250 -2.1392
H -0.1374 2.6394 -1.7919
H 2.2458 2.1172 -0.1843
H 0.7734 1.8759 0.8213
H 1.0791 3.3715 0.0271
H 0.9504 0.0196 0.4320
H -1.1237 -2.1759 0.8052
H -1.6738 -0.5555 1.1662
H -0.8269 -1.9871 3.1624
H 0.6603 -0.5794 4.1975
H 0.9569 0.3173 2.7219
H 2.0715 -2.4072 -1.9499
H 1.5638 -0.7286 -2.1282
H 2.8824 -1.3629 0.1801
La 2.0661 -0.8983 1.9203
*
```

Löwdin atomic charge list, values in e, 4 entries: atom 1 (C): -0.117, atom 2 (C): -0.372, atom 3 (P): 1.105, atom 4 (C): -0.368

=====

- The lowest calculated total energy belongs to which entry?
  C9H19ClINO3PTm

=====

- Which of these has the highest calculated total energy?
  C9H19ClN3O